C43H31N9O2Ti as an isolated structure, computed with wB97M-V/def2-TZVPD.

Last column: Mulliken charge in e.
Geometry (Å):
Ti  0.717775  -0.525526  -0.496784  -1.2462
N  -3.469220  -0.108943  -1.435546  -0.6265
C  -2.373718  -0.289897  -0.790267  -0.7510
N  -1.208021  -0.815150  -1.288858  0.6405
C  -1.222239  -1.321872  -2.561570  0.3620
N  -0.166852  -1.969683  -3.014539  -1.4604
N  0.757444  -2.026617  -2.021564  1.1839
C  1.728273  -2.856113  -2.111070  -0.6846
C  2.518439  -3.024017  -0.899753  0.7841
C  3.512858  -3.970773  -0.761094  -1.1343
C  4.050964  -4.184724  0.502766  -0.3536
C  3.550501  -3.466877  1.572259  -1.1996
C  2.565226  -2.515925  1.342466  0.2381
N  2.077640  -2.271166  0.131156  0.6354
C  -2.396782  -1.134306  -3.370883  0.4364
C  -2.457571  -1.545230  -4.710635  -0.5860
C  -3.599563  -1.311311  -5.437992  -0.7715
C  -4.696868  -0.674694  -4.841561  -0.5225
C  -4.654213  -0.277458  -3.523781  -0.7938
C  -3.498290  -0.504454  -2.771053  0.5352
H  -4.423543  1.580974  -1.389961  0.3952
H  -2.323808  0.012362  0.249118  0.7741
H  1.845128  -3.481520  -2.989938  0.4855
H  3.834997  -4.549674  -1.615889  0.5157
H  4.826772  -4.924244  0.648387  0.4737
H  3.905060  -3.636208  2.578786  0.4923
H  2.136683  -1.947535  2.154490  0.3660
H  -1.604629  -2.043966  -5.149852  0.5139
H  -3.658262  -1.625177  -6.471069  0.4533
H  -5.593003  -0.501778  -5.422447  0.4414
H  -5.504848  0.197553  -3.052622  0.5019
O  -4.825335  2.484997  -1.375092  -0.5116
C  -3.979421  3.404941  -0.903712  0.1687
O  -4.283030  4.528257  -0.642233  -0.5015
C  -2.559448  2.915744  -0.769527  -0.5266
C  -1.981256  2.820483  0.483751  -0.6750
C  -0.746122  2.200864  0.622791  -0.1359
N  -0.111588  1.655826  -0.432674  0.1673
C  -0.587798  1.941450  -1.660403  1.4555
C  -1.805302  2.552217  -1.874462  -0.6201
C  0.270837  1.508867  -2.781259  -0.1049
C  0.172223  2.062403  -4.048478  -0.7884
C  1.051815  1.651394  -5.033506  -0.8339
C  2.011140  0.699159  -4.721930  -1.0851
C  2.031458  0.185329  -3.443704  -0.2416
N  1.186392  0.576217  -2.480943  0.9127
C  -0.086779  2.288198  1.955140  0.9545
C  -0.732908  1.875670  3.113379  -0.2088
C  -0.144757  2.170745  4.332848  -0.7684
C  1.041652  2.887568  4.343799  -0.6445
C  1.606412  3.254190  3.130152  -0.5068
N  1.068138  2.953261  1.950346  -0.4646
H  -2.480281  3.230982  1.351364  0.6869
H  -2.197773  2.675009  -2.874599  0.3651
H  -0.564378  2.824506  -4.257221  0.5206
H  0.995931  2.074785  -6.027265  0.4923
H  2.727142  0.354990  -5.453989  0.4853
H  2.751212  -0.579228  -3.177488  0.5349
H  -1.667598  1.332888  3.058717  0.7098
H  -0.617493  1.865899  5.257362  0.5321
H  1.515649  3.174321  5.272526  0.4785
H  2.531361  3.819030  3.101118  0.4819
C  4.912956  1.270284  1.470915  -0.7397
C  3.860905  0.910579  2.294849  -1.2261
C  2.666912  0.512197  1.727817  -0.3828
N  2.481654  0.427535  0.401515  1.2622
C  3.503316  0.802230  -0.389725  -0.3243
C  4.721061  1.226283  0.099057  -0.9017
H  5.859537  1.588867  1.886777  0.4770
H  3.948826  0.951709  3.371476  0.6102
H  1.817967  0.249975  2.343335  0.7384
H  3.335491  0.770223  -1.453083  0.3653
H  5.501490  1.516086  -0.589813  0.5313
C  -0.121665  -0.867809  1.259826  1.0322
C  -0.560161  -1.139929  2.367224  0.4835
C  -1.087906  -1.457658  3.652456  0.0340
C  -0.292491  -1.330799  4.796354  -0.1185
C  -0.821092  -1.633095  6.037776  -0.8690
C  -2.140006  -2.058626  6.147008  -0.4752
C  -2.933696  -2.186171  5.014332  -0.7229
C  -2.413958  -1.889276  3.766776  -0.5324
H  0.732033  -0.992608  4.702914  0.5426
H  -0.207603  -1.540838  6.923869  0.4387
H  -2.549994  -2.293172  7.120111  0.4303
H  -3.957885  -2.521144  5.105050  0.4463
H  -3.022103  -1.991862  2.877648  0.4735

Atoms 1-6, force components in eV/Å:
-0.018 -0.479 -0.194
0.002 0.025 -0.067
-0.016 -0.016 -0.041
0.114 0.079 0.054
0.055 -0.052 0.052
-0.021 0.030 -0.012

The HOMO energy comes out at -13.24 eV. Its charge is +2. For the LUMO energy, the calculation gives -7.2959 eV.